This record from the OMol25 dataset describes a 2-piece molecular cluster, C7H10O2 overall in a non-equilibrium geometry. The level of theory is ωB97M-V/def2-TZVPD.

Last column: Löwdin charge in e.
Geometry (Å):
C  1.9531  -2.2063  0.4782  -0.019
C  0.6833  -2.1743  0.7920  -0.188
C  -0.3153  -1.2278  0.2837  -0.057
C  -0.3618  -0.2443  -0.6686  -0.354
O  0.6179  0.1440  -1.5193  0.104
O  -1.5720  0.4570  -0.7690  -0.082
C  -1.6723  1.4129  -1.8199  -0.086
H  2.6174  -2.9189  0.8669  0.033
H  2.3834  -1.3836  -0.1320  0.058
H  0.3626  -2.9546  1.4658  0.094
H  -1.3268  -1.3070  0.7165  0.113
H  1.3797  -0.3666  -1.5967  0.069
H  -0.8905  2.1938  -1.9377  0.101
H  -2.5974  1.9273  -1.5624  0.087
H  -1.9174  0.9642  -2.7879  0.090
C  0.7070  2.0395  1.8574  -0.023
C  -0.3426  1.8495  2.2894  -0.020
H  1.5793  2.1246  1.2374  0.033
H  -1.2875  1.6707  2.8061  0.045

- M (g mol⁻¹) = 126.155
- SMILES = C=C/C=C(\O)OC.C#C
- gap between HOMO and LUMO (eV) = 8.52
- net charge = 0